# 1
H7O3 | ωB97M-V/def2-TZVPD

Each atom is followed by the atoms it is bonded to, with distances in Å.
Positions of all 10 atoms, in Å:
1 O -1.71120 1.44949 -0.22150  H2 0.959, H3 0.960
2 H -2.30496 1.29707 0.51649  O1 0.959
3 H -2.05849 2.26872 -0.58148  O1 0.960
4 O 1.57142 -1.30450 0.95215  H5 0.979, H6 0.962
5 H 1.52580 -1.08493 1.90491  O4 0.979
6 H 1.29324 -2.21953 0.84530  O4 0.962
7 O 0.22533 -0.12247 -0.78595  H8 1.026, H9 0.969, H10 1.007
8 H 0.77952 -0.48037 0.00027  O7 1.026
9 H 0.24336 -0.29011 -1.73989  O7 0.969
10 H -0.52329 0.45725 -0.44186  O7 1.007

The charge is +1. The HOMO energy is -0.634 hartree. Its relative energy (zero: lowest compared OMol25 entry of this formula, charge and spin) is 7.9 kcal per mole.

=====

# 2
H80O40 | ωB97M-V/def2-TZVPD

Each atom is followed by the atoms it is bonded to, with distances in Å.
Positions of all 120 atoms, in Å:
1 H -4.66341 3.56349 -0.23390  O3 0.971
2 H -4.92622 3.73382 -1.66292  O3 0.884
3 O -5.32041 3.86372 -0.88218  H1 0.971, H2 0.884
4 H -2.99655 -4.48619 -3.84350  O6 0.973
5 H -1.42262 -5.04128 -3.70964  O6 0.982
6 O -2.27722 -4.81853 -3.27936  H4 0.973, H5 0.982
7 H -1.75336 0.57242 2.46500  O9 0.996
8 H -3.00024 0.15825 2.19095  O9 1.003
9 O -2.61799 1.06201 2.39963  H7 0.996, H8 1.003
10 H 2.28390 -2.09556 -1.21750  O12 0.918
11 H 3.08029 -2.62499 -0.02592  O12 0.834
12 O 3.07199 -2.30656 -0.79698  H10 0.918, H11 0.834
13 H -3.64180 2.14192 3.54531  O15 0.989
14 H -2.92043 3.30870 4.05037  O15 0.937
15 O -3.55382 2.69283 4.36145  H13 0.989, H14 0.937
16 H -4.18235 1.52239 0.01447  O17 0.876
17 O -3.43365 1.74874 -0.37917  H16 0.876, H95 0.977
18 H 0.66797 1.98740 2.15267  O19 0.909
19 O -0.20874 2.20638 2.05185  H18 0.909, H97 1.006
20 H -1.38336 -3.78304 3.82750  O22 0.950
21 H -2.39421 -4.04156 2.64086  O22 0.973
22 O -2.30047 -3.82160 3.58354  H20 0.950, H21 0.973
23 H 1.10342 -0.28256 -4.46605  O25 0.912
24 H 0.74932 0.35740 -2.98641  O25 0.949
25 O 1.34659 0.01550 -3.63957  H23 0.912, H24 0.949
26 H -0.14182 0.03293 3.31922  O28 1.104
27 H -1.51229 -0.99039 3.21023  O28 1.029
28 O -0.59071 -0.91600 3.66079  H26 1.104, H27 1.029
29 H 3.63619 0.74243 -4.60813  O31 0.947
30 H 4.72652 0.89724 -3.41549  O31 1.090
31 O 4.31719 0.23961 -4.18274  H29 0.947, H30 1.090
32 H 2.58841 3.84275 -2.29037  O33 0.792
33 O 2.74136 3.17946 -2.69571  H32 0.792, H98 0.884
34 H 4.29863 -0.53804 4.56753  O36 1.015
35 H 2.82372 -0.04304 4.90241  O36 1.073
36 O 3.38263 -0.94302 4.73340  H34 1.015, H35 1.073
37 H 0.35871 1.11265 5.48132  O39 0.940
38 H -0.34711 2.02134 4.58158  O39 1.023
39 O 0.46414 2.00503 5.20518  H37 0.940, H38 1.023
40 H -1.43542 0.24934 -5.46282  O42 1.002
41 H -0.09357 0.83860 -6.00914  O42 0.952
42 O -0.54251 0.01397 -5.85053  H40 1.002, H41 0.952
43 H 2.95379 -1.21479 -4.69682  O45 0.949
44 H 3.57992 -2.16531 -4.11585  O45 0.930
45 O 2.82143 -2.15396 -4.65431  H43 0.949, H44 0.930
46 H 1.11470 2.32282 -1.06585  O48 1.044
47 H -0.46861 2.33471 -1.36927  O48 1.019
48 O 0.30637 1.68570 -1.23961  H46 1.044, H47 1.019
49 H -0.85648 -0.48587 -0.63840  O51 0.976
50 H -0.31477 0.67877 0.03889  O51 0.958
51 O -1.14112 0.19664 -0.00148  H49 0.976, H50 0.958
52 H 6.10785 -1.63776 -1.10453  O53 0.829
53 O 5.68244 -2.16900 -0.63178  H52 0.829, H94 0.927
54 H -2.80166 -2.33314 -2.72305  O56 0.866
55 H -3.01858 -1.42166 -1.48891  O56 1.070
56 O -3.19704 -1.58741 -2.53084  H54 0.866, H55 1.070
57 H 0.36988 4.53742 1.63463  O58 0.976
58 O -0.43272 5.00820 1.34161  H57 0.976, H96 0.931
59 H 3.72642 0.29706 0.07479  O61 1.088
60 H 3.51767 0.83841 -1.31671  O61 0.906
61 O 3.62923 1.21536 -0.50074  H59 1.088, H60 0.906
62 H 3.23704 1.05957 3.63444  O64 0.924
63 H 2.84297 1.74738 2.31943  O64 1.005
64 O 2.58592 1.03399 2.97888  H62 0.924, H63 1.005
65 H 1.92803 -2.71736 4.19345  O67 0.895
66 H 0.75419 -2.14813 3.43038  O67 1.101
67 O 1.29314 -3.07682 3.67531  H65 0.895, H66 1.101
68 H 0.02483 -1.71304 6.55180  O70 0.940
69 H -0.68388 -0.64529 5.91500  O70 0.924
70 O -0.29630 -0.84778 6.72899  H68 0.940, H69 0.924
71 H 1.10736 3.69010 -4.52949  O73 1.000
72 H 0.53626 5.02146 -4.15958  O73 1.065
73 O 0.35963 3.99442 -3.93891  H71 1.000, H72 1.065
74 H 4.00602 2.64913 0.88991  O76 1.046
75 H 2.68876 3.31197 1.47266  O76 0.878
76 O 3.53562 3.17631 1.66096  H74 1.046, H75 0.878
77 H -6.54770 0.17541 1.95734  O79 0.942
78 H -6.38249 -1.36484 2.55171  O79 1.031
79 O -5.93981 -0.50303 2.19841  H77 0.942, H78 1.031
80 H 4.89570 -2.56380 2.50442  O82 1.004
81 H 5.46565 -1.89261 1.23368  O82 0.965
82 O 4.90583 -1.69810 1.99537  H80 1.004, H81 0.965
83 H -0.77532 1.28079 -3.31606  O85 0.938
84 H -2.04654 1.19018 -2.91533  O85 0.997
85 O -1.52465 0.86800 -3.70112  H83 0.938, H84 0.997
86 H -5.42217 -1.53281 -1.07872  O88 1.122
87 H -5.64776 -0.47236 -2.17414  O88 1.063
88 O -6.21270 -1.30922 -1.84313  H86 1.122, H87 1.063
89 H 0.46817 -4.80985 1.14917  O90 0.964
90 O -0.19454 -4.23287 1.54545  H89 0.964, H99 0.917
91 H -0.50089 -2.33516 0.33683  O93 1.033
92 H -1.35423 -3.04145 -0.70719  O93 1.008
93 O -0.65051 -2.32020 -0.68551  H91 1.033, H92 1.008
94 H 4.91737 -2.49822 -1.03771  O53 0.927
95 H -2.66664 1.23720 -0.05694  O17 0.977
96 H -0.98716 4.86619 2.07620  O58 0.931
97 H -0.22528 2.76565 1.21633  O19 1.006
98 H 3.60334 2.98271 -2.69918  O33 0.884
99 H 0.14570 -3.49474 1.97099  O90 0.917
100 O -2.90353 -1.47955 2.62493  H101 0.902, H102 0.954
101 H -3.49566 -0.88155 2.95031  O100 0.902
102 H -3.40992 -2.24902 2.87159  O100 0.954
103 O 1.33500 -1.98028 -2.50741  H104 0.988, H105 0.961
104 H 1.95271 -2.05524 -3.27532  O103 0.988
105 H 0.72116 -1.24687 -2.60137  O103 0.961
106 O -5.46010 1.37945 -3.18608  H107 0.895, H108 0.908
107 H -5.39013 1.82035 -2.41000  O106 0.895
108 H -4.64902 1.27729 -3.58018  O106 0.908
109 O 1.05516 -5.80638 -0.75421  H110 0.868, H111 0.964
110 H 0.29495 -5.76685 -1.17184  O109 0.868
111 H 1.58404 -5.07950 -1.10309  O109 0.964
112 O -0.68151 -2.48553 -4.25503  H113 1.010, H114 0.976
113 H -0.72378 -1.95703 -5.11463  O112 1.010
114 H -0.82526 -3.44983 -4.29990  O112 0.976
115 O 5.40936 2.82701 -1.27436  H116 0.971, H117 1.020
116 H 6.21683 2.60518 -0.78182  O115 0.971
117 H 5.73301 3.40778 -2.04842  O115 1.020
118 O -1.10962 4.78622 3.81306  H119 0.909, H120 0.872
119 H -0.54191 4.27894 4.31056  O118 0.909
120 H -1.91415 4.89849 4.13012  O118 0.872

The HOMO energy is -0.369 hartree. Its relative energy (zero: lowest compared OMol25 entry of this formula, charge and spin) is 422.6 kcal per mole.

=====

| no. | calculated total energy (eV) |
| --- | --- |
| 1 | -6249.0772 |
| 2 | -83187.4913 |